Entry one
C22H24N4O2 | ωB97M-V with the def2-TZVPD basis set

Positions of all 52 atoms, in Å:
1 C -1.3877 6.4284 -1.9645
2 C -0.5132 5.2685 -1.5989
3 N -0.5585 4.0544 -2.2819
4 N 0.4957 3.5374 -1.6531
5 C 0.9813 4.4351 -0.5971
6 N 0.5508 5.6018 -0.7053
7 C 2.4601 4.0839 0.0879
8 H 1.8703 3.1730 0.6791
9 H 3.0016 3.6977 -0.6344
10 H 2.5781 4.8064 0.6908
11 C 0.8027 2.1936 -2.3095
12 H 0.0967 2.1007 -3.1104
13 H 1.7958 2.2038 -2.1624
14 C 0.4824 1.1746 -1.0581
15 O 0.0199 1.6516 0.1473
16 N 0.7059 -0.0142 -1.3088
17 C 0.9013 -0.6196 -2.4393
18 H 1.3044 0.1441 -3.2597
19 C -0.5457 -1.4094 -3.1824
20 C -0.8710 -2.3302 -2.2268
21 H -2.0153 -2.6794 -2.5092
22 H -0.1166 -3.0948 -2.2362
23 C -1.1365 -1.7395 -0.8808
24 C -1.5603 -2.7515 0.0666
25 O -3.1100 -3.2349 -0.1065
26 C -0.7959 -3.3809 1.2000
27 C -0.0668 -4.3908 1.0964
28 C 0.7638 -5.0639 1.7340
29 C 1.1645 -4.2374 3.0202
30 C 0.4182 -3.1485 3.3848
31 C 0.4699 -2.4877 4.4722
32 C -0.2810 -1.2433 4.8630
33 C -1.0854 -0.8446 3.8938
34 C -1.3088 -1.3624 2.8375
35 C -0.5734 -2.5525 2.4517
36 H -2.0382 -1.1904 1.8620
37 H -1.8205 0.0933 4.1834
38 H 0.2523 -0.8158 5.7202
39 H 1.2616 -2.8371 5.2198
40 H 1.8327 -4.6568 3.5786
41 H 1.5184 -5.9393 1.7151
42 H -0.0310 -4.9250 -0.1543
43 H -1.8923 -0.8033 -0.8628
44 C 0.1956 -0.9584 -0.2124
45 H -0.0486 -0.4657 0.5491
46 H 0.9108 -1.9354 -0.0886
47 H -0.2033 -1.7727 -3.9799
48 H -1.1559 -0.5597 -3.0971
49 H 1.4683 -1.4803 -2.5304
50 H -0.8874 7.4761 -2.3671
51 H -2.1269 6.6575 -1.1202
52 H -2.1726 6.1438 -2.8154

Highest occupied orbital energy ... -0.3007 hartree
Total charge ... 0
Gap between HOMO and LUMO ... 7.169 eV
LUMO ... -1.015 eV

Entry two
C22H24N4O2 | ωB97M-V with the def2-TZVPD basis set

Positions of all 52 atoms, in Å:
1 O -2.2320 0.3108 3.4420
2 C -2.3151 0.1276 2.2461
3 C -2.4291 -1.2845 1.6395
4 N -1.1623 -1.5890 1.0215
5 C -0.8499 -1.7750 -0.2973
6 C -1.8400 -1.7260 -1.4087
7 C -1.7915 -0.3059 -1.9696
8 O -2.4921 0.5795 -1.4883
9 N -0.9359 -0.0784 -2.9641
10 C -0.7455 1.2549 -3.5102
11 C 0.7253 1.2664 -3.9034
12 C 0.9286 -0.1589 -4.4141
13 C 0.0623 -1.0059 -3.4769
14 N 0.4270 -1.9518 -0.5062
15 C 1.0233 -1.8843 0.7270
16 C 2.3589 -2.0080 1.0903
17 C 2.6667 -1.8897 2.4281
18 C 1.6816 -1.6534 3.3888
19 C 0.3496 -1.5310 3.0499
20 C 0.0344 -1.6492 1.7060
21 N -2.2584 1.0919 1.3150
22 C -1.6094 2.3584 1.6086
23 C -0.1188 2.1227 1.5517
24 C 0.6407 2.0649 2.7108
25 C 1.9794 1.7181 2.6525
26 C 2.5673 1.4140 1.4379
27 C 1.8141 1.4634 0.2773
28 C 0.4793 1.8168 0.3346
29 H -3.2309 -1.3209 0.9018
30 H -2.6291 -2.0020 2.4412
31 H -1.5742 -2.4613 -2.1643
32 H -2.8501 -1.9202 -1.0482
33 H -1.0187 2.0047 -2.7668
34 H -1.3894 1.3880 -4.3874
35 H 0.9507 2.0213 -4.6531
36 H 1.3444 1.4450 -3.0241
37 H 1.9705 -0.4692 -4.3906
38 H 0.5670 -0.2380 -5.4403
39 H -0.4143 -1.8316 -4.0136
40 H 0.6389 -1.4130 -2.6393
41 H 3.1160 -2.1901 0.3443
42 H 3.6950 -1.9798 2.7467
43 H 1.9709 -1.5639 4.4252
44 H -0.4053 -1.3333 3.7937
45 H -2.3557 0.8561 0.3292
46 H -1.9344 3.0920 0.8690
47 H -1.9108 2.6774 2.6083
48 H 0.1763 2.2773 3.6620
49 H 2.5620 1.6726 3.5606
50 H 3.6082 1.1306 1.3949
51 H 2.2689 1.2139 -0.6704
52 H -0.1143 1.8462 -0.5678

Highest occupied orbital energy ... -0.3055 hartree
Total charge ... 0
SMILES string ... O=C(Cn1c(CC(=O)N2CCCC2)nc2ccccc21)NCc1ccccc1
Gap between HOMO and LUMO ... 9.020 eV
LUMO ... 0.708 eV

Ranked by calculated energy, most stable first: entry two, entry one.

Entry one
C18H24N4O5S | ωB97M-V with the def2-TZVPD basis set

Positions of all 52 atoms, in Å:
1 C -1.3689 -1.5096 0.4906
2 O -0.5767 -2.6744 0.5390
3 C -1.2366 -3.8464 0.1499
4 C -1.3432 -4.0115 -1.3315
5 N -1.4524 -5.1128 -1.9898
6 N -1.5009 -4.8005 -3.3032
7 C -1.4076 -3.5106 -3.3771
8 N -1.4406 -2.7704 -4.5186
9 C -1.2037 -1.4138 -4.6732
10 O -1.5686 -0.8509 -5.6751
11 C -0.4493 -0.7414 -3.5804
12 C -0.8805 0.5058 -3.1346
13 C -0.1410 1.1974 -2.1915
14 C 1.0277 0.6437 -1.7053
15 S 2.0906 1.6174 -0.6271
16 O 2.6823 2.6255 -1.4588
17 O 2.9535 0.7131 0.0757
18 N 1.0085 2.3358 0.4122
19 C 0.8160 3.7631 0.3149
20 C 0.8296 1.6693 1.6902
21 C 1.8757 2.0657 2.7360
22 C 1.6756 1.2415 4.0047
23 C 0.2677 1.4408 4.5584
24 C -0.7754 1.0630 3.5107
25 C -0.5795 1.8898 2.2422
26 C 1.4690 -0.5910 -2.1417
27 C 0.7322 -1.2878 -3.0834
28 O -1.3202 -2.9314 -2.1599
29 H -1.7098 -1.2823 -0.5238
30 H -0.7305 -0.7005 0.8359
31 H -2.2400 -1.6027 1.1515
32 H -0.6538 -4.6870 0.5365
33 H -2.2476 -3.8968 0.5870
34 H -1.7952 -3.2617 -5.3312
35 H -1.7872 0.9251 -3.5440
36 H -0.4528 2.1683 -1.8416
37 H -0.2499 3.9985 0.2691
38 H 1.3003 4.0879 -0.6029
39 H 1.2678 4.2998 1.1516
40 H 0.9697 0.6062 1.4665
41 H 2.8679 1.8892 2.3191
42 H 1.7809 3.1268 2.9755
43 H 2.4145 1.5337 4.7530
44 H 1.8308 0.1858 3.7743
45 H 0.1305 0.8312 5.4534
46 H 0.1333 2.4870 4.8429
47 H -1.7796 1.2302 3.9061
48 H -0.6792 0.0015 3.2737
49 H -0.7126 2.9467 2.4798
50 H -1.3200 1.6156 1.4874
51 H 2.3899 -0.9834 -1.7411
52 H 1.0892 -2.2386 -3.4520

Highest occupied orbital energy ... -0.3472 hartree
Total charge ... 0
SMILES string ... COCc1nnc(NC(=O)c2ccc(S(=O)(=O)N(C)C3CCCCC3)cc2)o1
Gap between HOMO and LUMO ... 9.360 eV
LUMO ... -0.087 eV

Entry two
C18H24N4O5S | ωB97M-V with the def2-TZVPD basis set

Positions of all 52 atoms, in Å:
1 C 2.4749 -3.2245 -2.8589
2 O 1.8379 -3.4462 -4.0999
3 C 0.4979 -3.8464 -3.9897
4 C -0.3905 -2.7177 -3.5807
5 N -0.3988 -2.0781 -2.4624
6 N -1.3215 -1.0947 -2.5533
7 C -1.8383 -1.1889 -3.7386
8 N -2.8093 -0.4384 -4.3223
9 C -3.4866 0.6424 -3.7708
10 O -4.2861 1.2477 -4.4327
11 C -3.1110 0.9179 -2.3558
12 C -2.1516 1.8839 -2.0742
13 C -1.7327 2.0684 -0.7690
14 C -2.2843 1.2952 0.2324
15 S -1.5955 1.4353 1.8806
16 O -2.3136 0.5496 2.7579
17 O -1.5151 2.8188 2.2472
18 N -0.0406 0.8867 1.5698
19 C -0.0441 -0.5269 1.2547
20 C 0.9508 1.3838 2.5142
21 C 0.9530 0.6416 3.8524
22 C 1.9238 1.3196 4.8151
23 C 3.3284 1.3569 4.2188
24 C 3.3211 2.0735 2.8712
25 C 2.3540 1.3909 1.9072
26 C -3.2774 0.3730 -0.0287
27 C -3.6984 0.1828 -1.3324
28 O -1.2968 -2.1989 -4.4560
29 H 3.4813 -2.8877 -3.0959
30 H 2.5224 -4.1529 -2.2784
31 H 1.9511 -2.4636 -2.2728
32 H 0.1938 -4.1888 -4.9814
33 H 0.3945 -4.6663 -3.2627
34 H -3.0368 -0.6717 -5.2831
35 H -1.7246 2.4667 -2.8760
36 H -0.9758 2.7913 -0.5121
37 H -0.5327 -0.6650 0.2900
38 H -0.5811 -1.1045 2.0131
39 H 0.9783 -0.8862 1.1777
40 H 0.6458 2.4200 2.6927
41 H -0.0592 0.6442 4.2613
42 H 1.2585 -0.3961 3.6984
43 H 1.9376 0.7835 5.7662
44 H 1.5842 2.3390 5.0091
45 H 4.0094 1.8650 4.9044
46 H 3.6917 0.3354 4.0832
47 H 4.3268 2.0757 2.4453
48 H 3.0143 3.1114 3.0152
49 H 2.6902 0.3676 1.7280
50 H 2.3331 1.9128 0.9496
51 H -3.6887 -0.1932 0.7920
52 H -4.4634 -0.5438 -1.5601

Highest occupied orbital energy ... -0.3405 hartree
Total charge ... 0
SMILES string ... COCc1nnc(NC(=O)c2ccc(S(=O)(=O)N(C)C3CCCCC3)cc2)o1
Gap between HOMO and LUMO ... 9.636 eV
LUMO ... 0.369 eV

Ranked by calculated energy, most stable first: entry one, entry two.

Entry one
C4H8N2O2 | ωB97M-V with the def2-TZVPD basis set

Positions of all 16 atoms, in Å:
1 C 0.5484 -0.8060 -0.4825
2 C 1.8777 -0.1714 -0.6680
3 C 2.7088 0.3187 0.3365
4 O 3.8452 0.8098 0.4045
5 N -0.4550 -0.4417 0.5512
6 C -1.6313 0.3993 -0.1457
7 N -2.5751 0.4881 1.0303
8 O -2.2312 -0.0758 -1.1979
9 H 0.7734 -1.8889 -0.4453
10 H -2.8792 -0.4595 1.1099
11 H 2.3824 -0.2310 -1.6993
12 H -0.0450 -0.9228 -1.6071
13 H 2.1933 0.2032 1.3525
14 H -0.0317 0.3253 1.0791
15 H -1.0683 1.3540 -0.2750
16 H -3.4125 1.0985 0.6568

Highest occupied orbital energy ... -0.3106 hartree
Total charge ... 0
Gap between HOMO and LUMO ... 4.206 eV
LUMO ... -4.246 eV

Entry two
C4H8N2O2 | ωB97M-V with the def2-TZVPD basis set

Positions of all 16 atoms, in Å:
1 C 0.0793 -0.0617 -0.9154
2 C -0.9984 0.7599 -0.3103
3 C 1.3021 0.2510 1.4725
4 C 0.8961 0.9318 0.1950
5 N 0.3161 -1.4336 -0.7280
6 N -2.2983 -0.4682 -0.8390
7 O -2.8288 -1.1298 -0.0230
8 O 1.3955 1.9640 -0.2003
9 H 0.3930 0.3225 -1.8853
10 H 0.6774 -1.8899 -1.5535
11 H -0.4404 -1.9750 -0.3223
12 H -1.3651 1.5152 -0.9956
13 H -1.3835 0.9818 0.6799
14 H 1.1918 -0.8297 1.4626
15 H 0.7019 0.6380 2.2973
16 H 2.3611 0.4237 1.6653

Highest occupied orbital energy (alpha / beta) ... -0.2763 / -0.2763 hartree
Total charge ... 0
Gap between HOMO and LUMO (alpha / beta) ... 7.630 / 7.629 eV
LUMO (alpha / beta) ... 0.112 / 0.111 eV

Ranked by calculated energy, most stable first: entry two, entry one.

Entry one
C3H8O2 | ωB97M-V with the def2-TZVPD basis set

Positions of all 13 atoms, in Å:
1 C 1.2005 -1.0066 -1.3693
2 O 0.1905 -0.6478 -1.9220
3 H 1.5799 -2.0169 -1.5668
4 H 2.0036 -0.2833 -1.1091
5 C -1.2415 -0.3391 0.4640
6 C -0.2747 0.8405 0.5577
7 O 0.1957 1.1339 1.9439
8 H -2.2027 -0.2409 1.0289
9 H -1.6137 -0.5914 -0.5678
10 H -0.7464 -1.2555 0.8972
11 H -0.6739 1.8145 0.2730
12 H 0.6922 0.7125 0.1051
13 H -0.3933 0.7144 2.5784

Highest occupied orbital energy ... -0.3715 hartree
Total charge ... 0
SMILES string ... C=O.CCO
Gap between HOMO and LUMO ... 10.481 eV
LUMO ... 0.373 eV

Entry two
C3H8O2 | ωB97M-V with the def2-TZVPD basis set

Positions of all 13 atoms, in Å:
1 C -0.7695 0.9200 -0.6121
2 C 0.0484 -0.1021 -0.3477
3 C -0.0563 -1.4986 -0.8900
4 O -0.0950 -2.3747 0.2117
5 H -1.0985 0.7608 -1.6318
6 H -0.9364 1.8047 -0.0180
7 H 0.5006 -0.1349 0.6435
8 H 0.8245 -1.7969 -1.4847
9 H -0.8921 -1.4270 -1.6107
10 H -0.7099 -3.0978 0.0707
11 O 1.0060 1.9964 2.1544
12 H 0.8582 2.9398 2.2666
13 H 1.3200 2.0103 1.2480

Highest occupied orbital energy ... -0.3595 hartree
Total charge ... 0
SMILES string ... C=CCO.O
Gap between HOMO and LUMO ... 10.719 eV
LUMO ... 0.936 eV

Ranked by calculated energy, most stable first: entry two, entry one.

Entry one
C3H8O2 | ωB97M-V with the def2-TZVPD basis set

Positions of all 13 atoms, in Å:
1 C 0.9377 1.5514 -0.9243
2 C 1.7273 1.3399 0.3254
3 C 1.3812 0.5548 1.3395
4 O 1.9346 0.4577 2.5875
5 H 0.1715 2.3409 -0.9741
6 H 1.6360 1.5542 -1.7610
7 H 0.2416 0.6993 -1.1586
8 H 2.5719 2.0522 0.3767
9 H 0.5812 -0.2121 1.4318
10 H 2.9075 0.4959 2.5307
11 O -4.4031 -3.3581 -1.2238
12 H -4.4677 -4.2433 -0.8363
13 H -5.2198 -3.2327 -1.7136

Highest occupied orbital energy ... -0.3249 hartree
Total charge ... 0
SMILES string ... C/C=C/O.O
Gap between HOMO and LUMO ... 9.893 eV
LUMO ... 1.053 eV

Entry two
C3H8O2 | ωB97M-V with the def2-TZVPD basis set

Positions of all 13 atoms, in Å:
1 C 0.2781 -3.5180 -0.5782
2 C -0.6162 -2.3868 -1.0390
3 C -0.1546 -1.0081 -0.6746
4 O 0.5775 -0.7601 0.2462
5 H 0.9495 -3.7910 -1.3870
6 H 0.9185 -3.2493 0.2665
7 H -0.3101 -4.3867 -0.3146
8 H -1.6013 -2.4147 -0.5493
9 H -0.8218 -2.4558 -2.1125
10 H -0.5361 -0.1654 -1.2827
11 O -0.0028 6.2196 1.5992
12 H 0.2009 6.9500 1.0005
13 H 0.2678 6.5426 2.4745

Highest occupied orbital energy ... -0.3591 hartree
Total charge ... 0
SMILES string ... CCC=O.O
Gap between HOMO and LUMO ... 10.836 eV
LUMO ... 1.065 eV

Entry three
C3H8O2 | ωB97M-V with the def2-TZVPD basis set

Positions of all 13 atoms, in Å:
1 C 0.8426 0.6570 1.0525
2 C -0.6563 0.6033 1.1892
3 C -1.2779 -0.7229 0.8262
4 O -0.7451 -1.5657 0.1602
5 H 1.3699 0.0004 1.7447
6 H 1.2372 1.6675 1.0994
7 H 1.1281 0.2530 0.0786
8 H -1.0305 0.8733 2.1797
9 H -1.1311 1.3403 0.5302
10 H -2.3053 -0.8571 1.2309
11 O 0.9956 -0.7729 -3.7537
12 H 1.4103 -0.3991 -2.9665
13 H 0.1627 -1.0771 -3.3713

Highest occupied orbital energy ... -0.3720 hartree
Total charge ... 0
SMILES string ... CCC=O.O
Gap between HOMO and LUMO ... 10.830 eV
LUMO ... 0.709 eV

Ranked by calculated energy, most stable first: entry three, entry two, entry one.

Entry one
C3H8O2 | ωB97M-V with the def2-TZVPD basis set

Positions of all 13 atoms, in Å:
1 C 0.0000 0.0000 0.0000
2 C 0.1203 -0.6392 -1.4092
3 C 0.7255 -2.0126 -1.4527
4 O 1.8707 -2.2777 -1.7772
5 H -0.4199 0.9980 -0.2104
6 H 0.9312 0.1248 0.5779
7 H -0.7225 -0.5633 0.6143
8 H -0.8853 -0.7778 -1.8509
9 H 0.7195 -0.0369 -2.1188
10 H 0.0182 -2.8772 -1.4492
11 O 2.3804 2.0405 -5.1453
12 H 2.3560 1.5650 -6.0064
13 H 2.7487 1.3850 -4.5104

Highest occupied orbital energy ... -0.3619 hartree
Total charge ... 0
SMILES string ... CCC=O.O
Gap between HOMO and LUMO ... 10.520 eV
LUMO ... 0.673 eV

Entry two
C3H8O2 | ωB97M-V with the def2-TZVPD basis set

Positions of all 13 atoms, in Å:
1 C 1.4267 0.0384 -0.8163
2 C 0.1104 0.5000 -0.2124
3 O -0.8498 0.5981 -1.2438
4 C -0.4086 -0.4654 0.8442
5 O -1.6772 0.0245 1.2623
6 H 1.3923 -1.0250 -1.0801
7 H 2.2561 0.1948 -0.1193
8 H 1.6333 0.6068 -1.7272
9 H 0.2442 1.4868 0.2659
10 H -1.6863 0.7533 -0.7788
11 H -0.5058 -1.4617 0.3891
12 H 0.2910 -0.5289 1.6906
13 H -2.2263 -0.7216 1.5256

Highest occupied orbital energy ... -0.3723 hartree
Total charge ... 0
SMILES string ... C[C@@H](O)CO
Gap between HOMO and LUMO ... 10.950 eV
LUMO ... 0.820 eV

Ranked by calculated energy, most stable first: entry two, entry one.